ORCA calculation (the ωB97M-V functional and the def2-TZVPD basis) on a structure of composition C13H6N4O11PtSe4 in a non-equilibrium geometry.

Structure (ORCA input):
```
! RIJCOSX wB97M-V def2-TZVPD def2/J DEFGRID3
* xyz 0 5
Pt -1.50 1.63 1.36
O 1.17 1.25 -2.50
C 0.65 1.81 -1.40
O -0.28 2.56 -1.41
C 1.36 1.38 -0.15
C 2.68 0.97 -0.19
C 3.33 0.71 1.01
C 2.65 0.87 2.19
C 1.32 1.26 2.16
N 0.69 1.52 1.02
C 0.55 1.42 3.48
O 1.17 1.31 4.52
O -0.69 1.69 3.37
H 0.66 1.58 -3.26
H 3.18 0.86 -1.14
H 4.37 0.39 1.01
H 3.10 0.69 3.16
Se -3.77 1.24 2.23
Se -5.12 2.76 1.39
Se -3.53 4.72 0.58
Se -1.51 4.07 1.21
O 0.79 -4.58 -2.95
N 0.17 -3.56 -3.21
O -0.25 -3.26 -4.31
C -0.23 -2.72 -2.08
C -0.97 -1.59 -2.31
C -1.36 -0.79 -1.24
C -1.03 -1.10 0.12
O -1.39 -0.49 1.17
C -0.20 -2.27 0.24
C 0.16 -3.08 -0.79
N 0.30 -2.60 1.58
O 0.87 -1.71 2.18
O 0.17 -3.75 1.95
N -2.14 0.38 -1.59
O -2.72 0.99 -0.69
O -2.19 0.73 -2.76
H -1.26 -1.32 -3.31
H 0.75 -3.97 -0.62
*
```

Summary:
- ΔE to the lowest compared entry with this formula, charge and spin (eV) = 0.114
- HOMO energy (alpha / beta) (Ha) = -0.290 / -0.353
- energy (eV) = -306684.425
- frontier orbital gap (alpha / beta) (eV) = 5.9851 / 6.5407
- <S²> = 6.04